No. 1
An isolated molecule of C19H19N3O5S2 at a distorted geometry. Source: the OMol25 dataset; level of theory: ωB97M-V with the def2-TZVPD basis set.

Calculated values
frontier orbital gap = 8.12 eV
energy above the lowest of the compared OMol25 structures with the same formula, charge and spin = 139.4 kJ/mol
structure (SMILES) = COc1ccc(Cc2nnc(NC(=O)CS(=O)(=O)c3ccccc3)s2)cc1OC

Structure (ORCA input):
```
! wB97M-V def2-TZVPD RIJCOSX def2/J DEFGRID3
* xyz 0 1
S -0.89235 -0.55173 -1.00769
S 1.36848 -1.51315 2.33919
O 0.54696 -3.48911 -1.91882
O -0.08431 -0.24643 0.14034
O 1.81889 2.97246 0.61700
O -0.82028 3.53868 -0.39834
O -2.11636 0.18176 -1.18009
N -0.96340 -2.48028 1.91845
N 0.61285 -3.16765 0.29750
N -1.10906 -1.63824 2.93053
C -0.48588 -0.37730 -3.71279
C -1.52006 1.54184 2.61748
C 1.84509 3.32044 -0.74840
C 2.27654 -0.18499 -3.46107
C -0.00658 0.20303 4.10937
C -1.31019 -2.34637 -0.95278
C 0.83432 1.78801 2.34607
C 0.23426 -2.51588 1.44929
C 0.30739 -0.27962 -4.84347
C 0.65588 2.55112 1.19936
C -0.65163 2.80949 0.75001
C -0.00085 -3.06535 -0.92530
C 1.48757 -0.28388 -2.32715
C -1.71818 2.31309 1.48958
C 1.68482 -0.18839 -4.71429
C -0.23513 1.26437 3.05217
C 0.11835 -0.38056 -2.47146
C -2.08733 3.51782 -1.01817
C -0.03797 -1.01930 3.26859
H -2.36848 1.12393 3.13660
H 1.56299 -3.51926 0.26161
H -2.72724 2.49856 1.16137
H -0.14665 -0.27803 -5.82250
H 1.85079 1.57540 2.64235
H 1.90931 -0.27716 -1.33406
H 3.34878 -0.10916 -3.36665
H -2.82400 4.08865 -0.44353
H 1.38612 2.54561 -1.36929
H -1.85849 -2.56472 -1.86318
H 2.30146 -0.11731 -5.59764
H -1.56098 -0.43767 -3.77643
H -1.94290 3.99771 -1.98582
H 1.34582 4.27339 -0.93521
H -1.90807 -2.50160 -0.05921
H -0.81796 0.17937 4.83518
H 0.95394 0.32333 4.60771
H 2.90285 3.40764 -1.00007
H -2.43873 2.49234 -1.16260
*
```


No. 2
An isolated molecule of C19H19N5O3S at a distorted geometry. Source: the OMol25 dataset; level of theory: ωB97M-V with the def2-TZVPD basis set.

Calculated values
frontier orbital gap = 7.72 eV
energy above the lowest of the compared OMol25 structures with the same formula, charge and spin = 182.5 kJ/mol
structure (SMILES) = COC(=O)/C(=N\Nc1ccccc1)Sc1nnc(-c2ccc(OC)cc2)n1C

Structure (ORCA input):
```
! wB97M-V def2-TZVPD RIJCOSX def2/J DEFGRID3
* xyz 0 1
S 1.42474 2.44689 0.07130
O -7.25832 -0.70492 -0.27244
O 5.28323 1.95998 -0.10894
O 3.88807 3.73113 -0.07789
N -0.88839 -0.62986 0.17334
N -1.10698 1.54045 -0.00158
N 3.99593 -0.48565 -0.00825
N 0.33885 -0.10312 0.20497
N 2.94960 0.28683 0.03315
C -3.19985 0.13039 -0.00105
C 4.05785 2.53567 -0.06263
C 3.85651 -1.86697 0.03110
C -1.62022 2.86133 -0.22045
C 4.88003 -4.03659 0.00862
C -3.68018 -1.03045 -0.61383
C 4.99970 -2.66018 -0.02955
C 2.59573 -2.45265 0.13072
C -5.94738 -0.37220 -0.13968
C 2.49475 -3.82960 0.16691
C -1.76509 0.33674 0.05905
C -4.11277 1.01528 0.56162
C 2.95978 1.56393 0.00819
C 3.62947 -4.62488 0.10639
C -5.47363 0.77153 0.49369
C 6.37614 2.86735 -0.17702
C 0.21508 1.19188 0.09494
C -5.03031 -1.27561 -0.68590
C -8.23265 0.15332 0.26962
H 1.72616 -1.81454 0.17886
H 3.54181 -5.70063 0.13603
H -3.77108 1.89073 1.09242
H -8.12412 0.25058 1.35462
H 5.76687 -4.65143 -0.03821
H -9.19160 -0.31086 0.04507
H 6.32449 3.44991 -1.09864
H -2.96876 -1.72810 -1.02559
H 5.97396 -2.19707 -0.10606
H -0.90116 3.42630 -0.81509
H 7.27711 2.25962 -0.15704
H 4.93954 -0.10027 -0.06680
H 6.35158 3.55047 0.67377
H -2.56769 2.79766 -0.75466
H -5.41216 -2.16529 -1.16069
H -6.15146 1.47818 0.94634
H -8.19575 1.14607 -0.19067
H -1.76692 3.38420 0.72750
H 1.51945 -4.28555 0.24442
*
```


No. 3
An isolated molecule of C19H19N5O4S at a distorted geometry. Source: the OMol25 dataset; level of theory: ωB97M-V with the def2-TZVPD basis set.

Calculated values
frontier orbital gap = 8.71 eV
energy above the lowest of the compared OMol25 structures with the same formula, charge and spin = 101.6 kJ/mol
structure (SMILES) = Cn1cc2c(n1)C(=O)NCCOCCOc1cc(ccn1)-c1cc(cs1)C(=O)N2

Structure (ORCA input):
```
! wB97M-V def2-TZVPD RIJCOSX def2/J DEFGRID3
* xyz 0 1
S 3.10023 3.14554 0.91646
O 3.45502 -0.13142 4.08977
O 0.36131 -0.33873 -3.65770
O 1.09371 -3.21441 1.94174
O -2.14316 -1.73996 -2.47388
N 0.35665 1.96792 -3.61204
N -0.44374 -3.46423 0.41987
N 1.42778 -0.78743 3.55663
N -1.87951 0.18764 2.53488
N -1.75918 -1.00083 1.83438
C 3.14598 2.26504 2.41947
C -2.96381 1.17405 2.40613
C 2.29686 1.76382 0.14213
C 2.48369 0.05807 3.40364
C -2.08210 -0.44614 -3.16192
C -0.57909 -1.52940 2.08867
C 0.12309 -0.63673 2.99083
C 2.09536 0.73688 1.03269
C -0.95936 -0.34556 -4.22996
C 0.65678 0.80986 -3.03310
C -0.69968 0.40299 3.23888
C 1.24010 0.72077 -1.80816
C -1.59771 -3.10346 -0.45286
C 1.68214 1.86935 -1.17057
C 0.01623 -2.79024 1.54468
C -1.19850 -1.93941 -1.42419
C 1.45063 3.08453 -1.76483
C 0.81651 3.07473 -3.02992
C 2.59027 1.02140 2.33477
H 3.59522 2.63045 3.31969
H -2.63236 2.09635 2.88300
H -3.90050 0.84351 2.87690
H 1.73943 -1.74699 3.60999
H 0.62695 4.02342 -3.54250
H -3.01781 -0.28980 -3.66005
H -1.10259 0.53013 -4.89871
H -1.13516 -1.02043 -0.83645
H -1.87416 -3.95427 -1.08765
H 1.55595 -0.17098 0.77217
H 1.77422 4.03847 -1.32151
H 0.17298 -4.19180 0.07326
H -3.13153 1.40510 1.33572
H -1.01282 -1.25225 -4.85742
H -2.48982 -2.91274 0.14304
H -0.49642 1.27696 3.82505
H -0.21997 -2.20455 -1.82998
H 1.44272 -0.27803 -1.44600
H -1.98080 0.36278 -2.43505
*
```


No. 4
A structure of composition C19H19N5OPtS6. Source: the OMol25 dataset; level of theory: ωB97M-V with the def2-TZVPD basis set.

Calculated values
frontier orbital gap (alpha / beta) = 6.95 / 4.24 eV
<S²> = 6.058

Structure (ORCA input):
```
! wB97M-V def2-TZVPD RIJCOSX def2/J DEFGRID3
* xyz 2 5
Pt -0.25704 -0.01975 0.42286
S 2.48957 -0.04016 4.47912
S 4.29896 -0.28565 2.20885
S 0.04263 -0.25735 2.85590
S -2.54935 -0.26459 -0.23653
S 5.41752 -0.01116 4.93510
S 2.14077 -0.45959 0.20190
O 4.49509 4.84147 -1.06100
N -0.13566 2.16322 -0.03459
N -2.78983 -2.84480 -0.98788
N 2.23229 4.78458 -1.09050
N 3.58397 3.16036 -2.24974
N -2.43854 -2.60476 1.14087
C 2.59324 1.14254 -5.08082
C -2.64207 -4.05276 1.01462
C 1.07598 4.11778 -0.66059
C 2.85765 2.77875 -3.32742
C 3.25564 1.57449 -3.97442
C 2.60399 -0.28392 1.82742
C 0.96788 2.73686 -0.51048
C -1.16210 4.28168 0.19774
C -2.85108 -4.22816 -0.50419
C 1.12112 3.07880 -4.96543
C 3.48841 4.30187 -1.41801
C 0.82574 1.42017 -6.84451
C -2.56682 -1.97213 -0.01778
C 4.13739 -0.11406 3.93154
C 1.76781 3.52472 -3.84822
C 1.73932 -0.18682 2.92308
C -1.18603 2.90027 0.31486
C 1.51047 1.88533 -5.61455
C -0.02506 4.89236 -0.28447
H -3.50984 -4.37137 1.58964
H 0.47442 0.39263 -6.72022
H -2.37390 -2.13444 2.02729
H 0.30813 3.66285 -5.37599
H 1.53510 1.39704 -7.67795
H -0.01010 2.05856 -7.11767
H 1.48470 4.46684 -3.40402
H -3.81260 -4.67884 -0.74209
H -2.06402 -4.82587 -0.96150
H -1.76925 -4.59269 1.37695
H 4.51058 2.74728 -2.19126
H 2.29582 5.74620 -0.78508
H -2.01971 4.86337 0.50336
H 1.79273 2.07277 -0.72104
H 4.09121 1.01088 -3.57648
H 2.90368 0.22670 -5.56718
H -2.05549 2.38629 0.70039
H 0.02731 5.97272 -0.35842
H -2.93014 -2.57962 -1.94588
*
```


No. 5
An isolated molecule of C19H19NO4S2 at a distorted geometry. Source: the OMol25 dataset; level of theory: ωB97M-V with the def2-TZVPD basis set.

Calculated values
frontier orbital gap = 8.10 eV
energy above the lowest of the compared OMol25 structures with the same formula, charge and spin = 331.9 kJ/mol
structure (SMILES) = CCOC(=O)[C@@H](c1ccc([N+](=O)[O-])cc1)C1(c2ccccc2)SCCS1

Structure (ORCA input):
```
! wB97M-V def2-TZVPD RIJCOSX def2/J DEFGRID3
* xyz 0 1
S 1.47542 -1.45843 -1.50735
S 1.52554 1.42740 -1.62896
O -1.01959 1.71658 1.14283
O -0.50939 -5.54638 3.11810
O 1.08160 2.48703 1.01549
O -2.49954 -4.79163 3.53980
N -1.33666 -4.60308 3.11470
C -1.24316 -1.04799 1.89697
C 0.64098 0.01424 -1.05374
C -2.83801 1.17594 -2.35021
C 0.72260 0.10919 0.67724
C 3.05836 -0.78928 -2.20586
C -0.88533 -3.33413 2.60003
C 2.91668 0.66706 -2.58478
C -1.46371 1.16580 -1.94534
C 0.58504 3.75793 1.41272
C 0.91813 -2.13489 1.55508
C -3.47281 -0.04754 -2.57621
C 0.08655 -1.00385 1.38568
C 1.61510 4.82752 1.15801
C -1.72454 -2.22910 2.46373
C -1.42965 -1.21305 -1.94382
C 0.16374 1.48688 0.95633
C -0.78355 -0.01247 -1.60348
C 0.46398 -3.27721 2.18319
C -2.80762 -1.25664 -2.35537
H -3.29837 -2.21815 -2.51401
H 2.84720 0.85108 -3.70231
H 1.96906 -2.11474 1.22887
H 1.11384 -4.11946 2.35901
H 0.33995 3.67574 2.48636
H 1.85066 0.11746 0.84384
H 3.81512 1.21859 -2.22609
H -2.73153 -2.28499 2.85667
H -0.35445 3.87942 0.85476
H -3.34769 2.12462 -2.50370
H 2.54399 4.64094 1.69691
H 3.43916 -1.42219 -3.03921
H 1.79811 4.93351 0.09319
H -0.92517 2.11658 -2.05248
H 3.77774 -0.85987 -1.36376
H -0.87095 -2.15115 -2.05820
H -4.50485 -0.05608 -2.85924
H -1.87083 -0.17381 1.89094
H 1.16885 5.75261 1.54363
*
```


What energy values result from the calculations? In sequence: -56387.799, -44437.853, -46485.933, -97753.057, -51358.090 eV.